[1]
# C22H34N4O4S2

A structure of composition C22H34N4O4S2 (the ωB97M-V functional and the def2-TZVPD basis, OMol25).

Results
- LUMO level: -0.023 Ha
- M: 482.672 g/mol
- Net charge: 0
- Orbital gap: 0.3058 Eh
- Largest force on an atom: 0.024 Eh/bohr
- Relative energy (zero: lowest compared OMol25 entry of this formula, charge and spin): 4.037 eV

```
66
C22H34N4O4S2 (the ωB97M-V functional and the def2-TZVPD basis)
C -5.013 0.902 2.956
C -4.190 1.997 3.654
C -3.553 3.025 2.724
C -2.682 2.452 1.607
C -1.247 2.206 2.042
C -0.328 1.550 0.983
C -1.028 0.752 -0.081
C -1.456 1.514 -1.211
C -2.120 0.980 -2.280
C -2.390 -0.415 -2.241
N -3.032 -1.097 -3.183
S -3.060 -2.623 -2.650
N -2.293 -2.465 -1.265
C -1.960 -1.176 -1.138
C -1.269 -0.597 -0.031
C -0.858 -1.529 1.069
C -1.984 -1.836 2.083
S -1.748 -1.189 3.754
C -0.500 -2.206 4.367
N -0.605 -3.232 5.146
N 0.663 -3.672 5.403
C 1.453 -2.882 4.756
O 0.819 -1.931 4.082
H -6.002 0.784 3.381
H -4.509 -0.056 3.060
H -5.115 1.070 1.888
H -4.868 2.544 4.307
H -3.462 1.538 4.316
H -4.337 3.630 2.275
H -2.966 3.701 3.345
H -3.155 1.568 1.188
H -2.665 3.184 0.799
H -0.820 3.181 2.269
H -1.208 1.655 2.974
H 0.410 0.938 1.494
H 0.229 2.336 0.483
H -1.247 2.572 -1.225
H -2.450 1.560 -3.125
H 0.034 -1.160 1.561
H -0.612 -2.476 0.598
H -2.911 -1.386 1.745
H -2.135 -2.906 2.148
H 2.518 -2.986 4.770
C 0.620 -1.211 -3.737
O 1.843 -0.515 -3.668
C 1.778 0.572 -2.760
C 3.160 0.997 -2.321
O 3.732 0.162 -1.323
C 4.225 -1.105 -1.736
C 5.546 -1.043 -2.468
O 5.362 -0.644 -3.815
C 6.530 -0.090 -4.377
H -0.188 -0.567 -4.105
H 0.748 -2.040 -4.431
H 0.347 -1.616 -2.754
H 1.190 0.293 -1.876
H 1.283 1.416 -3.260
H 3.066 1.975 -1.844
H 3.827 1.108 -3.177
H 3.480 -1.651 -2.317
H 4.391 -1.656 -0.807
H 6.007 -2.041 -2.459
H 6.212 -0.343 -1.949
H 6.849 0.800 -3.822
H 6.297 0.202 -5.399
H 7.348 -0.820 -4.394
```

Quick look at the Mulliken charges, all values in e: atom 1 (C): -0.907, atom 2 (C): -0.480, atom 3 (C): -1.131, atom 4 (C): 0.136, atom 5 (C): -0.762, atom 6 (C): -1.575, atom 7 (C): 1.082, atom 8 (C): -0.727, atom 9 (C): -1.020, atom 10 (C): 0.486, atom 11 (N): -0.734, atom 12 (S): 0.092, atom 13 (N): -0.594, atom 14 (C): 0.602, atom 15 (C): 0.512, atom 16 (C): -1.367, atom 17 (C): -0.824, atom 18 (S): -0.035, atom 19 (C): 0.197, atom 20 (N): -0.239, atom 21 (N): -0.425, atom 22 (C): -0.037, atom 23 (O): -0.203, atom 24 (H): 0.374, atom 25 (H): 0.034, atom 26 (H): 0.336, atom 27 (H): 0.405, atom 28 (H): 0.351, atom 29 (H): 0.392, atom 30 (H): 0.345, atom 31 (H): 0.166, atom 32 (H): 0.218, atom 33 (H): 0.318, atom 34 (H): 0.336, atom 35 (H): 0.398, atom 36 (H): 0.599, atom 37 (H): 0.510, atom 38 (H): 0.446, atom 39 (H): 0.747, atom 40 (H): 0.578, atom 41 (H): 0.429, atom 42 (H): 0.563, atom 43 (H): 0.429, atom 44 (C): -0.572, atom 45 (O): -0.399, atom 46 (C): 0.068, atom 47 (C): -0.597, atom 48 (O): -0.463, atom 49 (C): -0.353, atom 50 (C): -0.612, atom 51 (O): -0.260, atom 52 (C): -0.775, atom 53 (H): 0.255, atom 54 (H): 0.380, atom 55 (H): 0.155, atom 56 (H): -0.217, atom 57 (H): 0.499, atom 58 (H): 0.465, atom 59 (H): 0.189, atom 60 (H): 0.175, atom 61 (H): 0.389, atom 62 (H): 0.418, atom 63 (H): 0.348, atom 64 (H): 0.327, atom 65 (H): 0.234, atom 66 (H): 0.322



[2]
# C22H34O2

An isolated molecule of C22H34O2 (the ωB97M-V functional and the def2-TZVPD basis, OMol25).

Results
- LUMO level: 0.033 Ha
- M: 330.512 g/mol
- Net charge: 0
- Orbital gap: 0.3600 Eh
- Largest force on an atom: 0.010 Eh/bohr
- SMILES string: CC/C=C\C/C=C\C/C=C\C/C=C\C/C=C\CCCC(=O)OCC
- Relative energy (zero: lowest compared OMol25 entry of this formula, charge and spin): 0.277 eV

```
58
C22H34O2 (the ωB97M-V functional and the def2-TZVPD basis)
C -4.460 -2.986 1.650
C -3.888 -1.997 0.633
C -2.490 -1.610 1.011
C -2.106 -0.505 1.633
C -2.970 0.646 2.062
C -2.299 1.957 1.758
C -2.299 2.577 0.588
C -2.952 2.100 -0.676
C -1.954 2.093 -1.798
C -1.578 1.047 -2.516
C -2.080 -0.363 -2.371
C -1.064 -1.371 -2.831
C 0.128 -1.551 -2.282
C 0.680 -0.777 -1.126
C 1.788 0.126 -1.576
C 2.076 1.317 -1.071
C 1.329 2.005 0.033
C 1.584 1.381 1.410
C 3.077 1.226 1.704
C 3.633 0.030 0.965
O 3.161 -1.078 1.007
O 4.738 0.346 0.284
C 5.365 -0.700 -0.458
C 6.274 -1.545 0.423
H -3.834 -3.873 1.710
H -4.503 -2.529 2.636
H -5.465 -3.290 1.363
H -3.875 -2.469 -0.353
H -4.540 -1.123 0.581
H -1.742 -2.357 0.777
H -1.058 -0.382 1.877
H -3.128 0.574 3.143
H -3.948 0.596 1.584
H -1.757 2.403 2.582
H -1.778 3.522 0.494
H -3.756 2.799 -0.937
H -3.387 1.113 -0.541
H -1.512 3.059 -2.008
H -0.846 1.188 -3.301
H -2.992 -0.476 -2.966
H -2.339 -0.559 -1.328
H -1.349 -1.980 -3.678
H 0.794 -2.297 -2.697
H -0.102 -0.202 -0.635
H 1.105 -1.478 -0.396
H 2.406 -0.271 -2.373
H 2.923 1.859 -1.473
H 1.628 3.055 0.062
H 0.255 1.966 -0.167
H 1.129 0.391 1.457
H 1.120 2.008 2.173
H 3.220 1.038 2.771
H 3.637 2.117 1.423
H 4.587 -1.323 -0.909
H 5.935 -0.192 -1.240
H 6.783 -2.288 -0.184
H 7.014 -0.917 0.913
H 5.683 -2.053 1.181
```

Quick look at the Mulliken charges, all values in e: atom 1 (C): -1.416, atom 2 (C): -0.361, atom 3 (C): -0.499, atom 4 (C): 0.103, atom 5 (C): -1.003, atom 6 (C): -0.361, atom 7 (C): -0.458, atom 8 (C): -0.205, atom 9 (C): -0.541, atom 10 (C): -0.307, atom 11 (C): 0.332, atom 12 (C): -0.814, atom 13 (C): -0.803, atom 14 (C): 1.403, atom 15 (C): -0.332, atom 16 (C): -0.571, atom 17 (C): 0.111, atom 18 (C): -0.063, atom 19 (C): -0.870, atom 20 (C): 0.683, atom 21 (O): -0.616, atom 22 (O): -0.346, atom 23 (C): -0.127, atom 24 (C): -1.210, atom 25 (H): 0.360, atom 26 (H): 0.314, atom 27 (H): 0.409, atom 28 (H): 0.350, atom 29 (H): 0.252, atom 30 (H): 0.487, atom 31 (H): 0.265, atom 32 (H): 0.439, atom 33 (H): 0.404, atom 34 (H): 0.382, atom 35 (H): 0.373, atom 36 (H): 0.358, atom 37 (H): 0.073, atom 38 (H): 0.340, atom 39 (H): 0.382, atom 40 (H): 0.490, atom 41 (H): -0.717, atom 42 (H): 0.410, atom 43 (H): 0.434, atom 44 (H): -1.185, atom 45 (H): 0.542, atom 46 (H): 0.478, atom 47 (H): 0.335, atom 48 (H): 0.579, atom 49 (H): -0.828, atom 50 (H): -0.266, atom 51 (H): 0.534, atom 52 (H): 0.360, atom 53 (H): 0.322, atom 54 (H): 0.233, atom 55 (H): 0.363, atom 56 (H): 0.391, atom 57 (H): 0.293, atom 58 (H): 0.316